# 1
The following is a quantum chemistry calculation of a single CH3ClN2 molecule in a non-equilibrium geometry, from OMol25.

Each line ends with the natural charge from an NBO analysis.
Geometry (Å):
Cl (-1.41, -1.62, -0.63)  0.06
N (-0.88, -0.11, 0.09)  -0.25
C (0.51, -0.05, 0.42)  -0.11
N (0.03, 0.60, -0.75)  -0.45
H (1.13, -0.93, 0.23)  0.20
H (0.76, 0.51, 1.31)  0.19
H (-0.14, 1.60, -0.67)  0.36

Summary:
LUMO (eV): 0.92
Structure (SMILES): ClN1CN1

---

# 2
The following is a quantum chemistry calculation of a single CH3ClN2 molecule in a non-equilibrium geometry, from OMol25.

Each line ends with the natural charge from an NBO analysis.
Geometry (Å):
Cl (2.23, -0.11, 0.14)  0.13
N (0.71, -0.03, -0.58)  -0.29
C (-0.40, -0.40, 0.11)  -0.08
N (-0.20, 0.95, 0.17)  -0.46
H (-0.26, -1.11, 1.03)  0.17
H (-1.20, -0.71, -0.43)  0.18
H (-0.88, 1.41, -0.44)  0.35

Summary:
LUMO (eV): 0.95
Structure (SMILES): ClN1CN1

---

# 3
The following is a quantum chemistry calculation of 2 unconnected molecules or ions with the total composition CH3ClN2O2 in a non-equilibrium geometry, from OMol25.

Each line ends with the natural charge from an NBO analysis.
Geometry (Å):
C (0.08, -0.31, -0.34)  -0.19
N (0.25, 0.80, 0.31)  -0.02
O (1.30, 1.48, 0.20)  -0.54
H (0.86, -0.71, -0.91)  0.21
H (-0.83, -0.74, -0.29)  0.18
H (-0.42, 1.35, 0.87)  0.39
O (4.23, 1.46, -0.54)  -0.20
N (3.35, 0.81, -0.95)  0.24
Cl (2.85, 1.19, -2.63)  -0.07

Summary:
LUMO (eV): -0.18
Structure (SMILES): C=[NH+][O-].O=NCl

---

# 4
The following is a quantum chemistry calculation of a single CH3ClN2O2 molecule in a non-equilibrium geometry, from OMol25.

Each line ends with the natural charge from an NBO analysis.
Geometry (Å):
N (-1.18, -1.23, -0.04)  -0.54
N (0.03, -1.04, -0.25)  -0.12
O (0.41, 0.49, -0.67)  -0.52
C (0.96, 1.32, 0.11)  0.79
O (1.22, 1.16, 1.26)  -0.61
Cl (1.27, 2.81, -0.93)  -0.13
H (-1.69, -1.17, 0.83)  0.38
H (-1.61, -1.44, -0.90)  0.38
H (0.58, -0.90, 0.59)  0.37

Summary:
LUMO (eV): 0.54
Structure (SMILES): NNOC(=O)Cl

---

# 5
The following is a quantum chemistry calculation of 2 unconnected molecules or ions with the total composition CH3ClN2O2 in a non-equilibrium geometry, from OMol25.

Each line ends with the natural charge from an NBO analysis.
Geometry (Å):
O (-2.24, 0.82, -0.87)  -0.16
N (-2.63, 1.48, 0.00)  0.25
Cl (-1.42, 2.77, 0.44)  -0.09
C (1.62, -0.32, 0.04)  -0.19
N (0.39, -0.33, 0.03)  -0.07
O (-0.22, -1.51, 0.16)  -0.54
H (2.19, -1.29, 0.07)  0.16
H (1.88, 0.66, -0.07)  0.21
H (0.43, -2.29, 0.19)  0.43

Summary:
LUMO (eV): -0.53
Structure (SMILES): O=NCl.C=NO

---

# 6
The following is a quantum chemistry calculation of a single CH3ClN2O2 molecule in a non-equilibrium geometry, from OMol25.

Each line ends with the natural charge from an NBO analysis.
Geometry (Å):
C (-1.03, 0.52, -0.09)  -0.27
N (1.12, -1.07, -0.25)  -0.02
N (0.42, 0.47, 0.22)  0.13
O (2.33, -1.03, -0.19)  -0.29
O (1.12, 1.42, 0.01)  -0.29
Cl (-1.85, -1.05, 0.15)  -0.03
H (-1.47, 1.29, 0.64)  0.23
H (-1.26, 0.91, -1.03)  0.22
H (0.62, -1.47, 0.53)  0.33

Summary:
LUMO (alpha / beta) (eV): -0.56 / -0.97

---

# 7
The following is a quantum chemistry calculation of 2 unconnected molecules or ions with the total composition CH3ClO2S, from OMol25.

Each line ends with the natural charge from an NBO analysis.
Geometry (Å):
O (1.23, 1.40, 0.59)  -0.85
S (1.71, 0.56, -0.70)  0.54
Cl (2.53, -1.12, 0.10)  -0.21
H (0.31, 1.16, 0.85)  0.51
C (-1.45, -0.50, -0.21)  0.31
O (-1.18, 0.13, 0.77)  -0.55
H (-1.61, -1.59, -0.19)  0.12
H (-1.54, -0.04, -1.21)  0.12

Summary:
LUMO (eV): 0.24
Structure (SMILES): OSCl.C=O

---

# 8
The following is a quantum chemistry calculation of 2 unconnected molecules or ions with the total composition CH3ClOS in a non-equilibrium geometry, from OMol25.

Each line ends with the natural charge from an NBO analysis.
Geometry (Å):
C (0.28, 1.11, -0.95)  -0.44
O (-0.62, -0.34, 0.93)  -0.77
S (-0.99, -1.73, 1.02)  0.97
Cl (0.15, -2.70, 2.35)  -0.21
H (0.94, 1.98, -0.72)  0.15
H (-0.57, 1.43, -1.35)  0.15
H (0.80, 0.27, -1.28)  0.15

Summary:
LUMO (alpha / beta) (eV): -1.36 / 0.26

---

# 9
The following is a quantum chemistry calculation of 2 unconnected molecules or ions with the total composition CH3ClOS in a non-equilibrium geometry, from OMol25.

Each line ends with the natural charge from an NBO analysis.
Geometry (Å):
C (1.41, -0.12, 0.69)  0.26
O (2.15, 0.48, -0.02)  -0.48
H (0.68, 0.50, 1.30)  0.10
H (1.20, -1.17, 0.60)  0.12
S (-1.74, 0.36, -1.64)  0.03
Cl (-3.02, -0.30, -0.24)  -0.17
H (-0.68, 0.24, -0.69)  0.13

Summary:
LUMO (eV): -0.18
Structure (SMILES): C=O.SCl

---

# 10
The following is a quantum chemistry calculation of a single CH3ClOS2 molecule in a non-equilibrium geometry, from OMol25.

Each line ends with the natural charge from an NBO analysis.
Geometry (Å):
C (-1.22, 0.26, 0.07)  -0.70
O (0.69, -1.73, -0.43)  -0.73
S (0.21, 1.40, -0.31)  0.11
S (1.75, -0.03, -0.52)  0.70
Cl (2.88, 0.01, 1.13)  -0.11
H (-0.74, -0.64, 0.05)  0.29
H (-1.77, 0.28, -0.87)  0.22
H (-1.81, 0.44, 0.88)  0.22

Summary:
LUMO (alpha / beta) (eV): -0.87 / -0.87

---

# 11
The following is a quantum chemistry calculation of a single CH3ClOS2 molecule in a non-equilibrium geometry, from OMol25.

Each line ends with the natural charge from an NBO analysis.
Geometry (Å):
C (-1.15, 0.00, 0.31)  -0.70
O (0.97, -0.66, -1.55)  -0.90
S (0.04, 1.49, 0.22)  -0.04
S (1.59, 0.37, -0.75)  1.17
Cl (2.40, -0.66, 0.83)  -0.25
H (-1.41, -0.05, 1.38)  0.23
H (-0.47, -0.80, -0.07)  0.25
H (-1.96, 0.30, -0.37)  0.23

Summary:
LUMO (eV): -0.11

---

# 12
The following is a quantum chemistry calculation of a single CH3ClOSi molecule in a non-equilibrium geometry, from OMol25.

Each line ends with the natural charge from an NBO analysis.
Geometry (Å):
O (-1.51, -1.36, -0.27)  -0.48
C (-0.70, -0.81, 0.44)  0.06
Si (0.25, 0.72, -0.22)  1.02
Cl (2.39, -0.02, -0.07)  -0.43
H (-0.43, -1.05, 1.48)  0.12
H (0.34, 0.65, -1.73)  -0.13
H (-0.34, 1.86, 0.38)  -0.16

Summary:
LUMO (eV): -0.21
Structure (SMILES): O=C[SiH2]Cl

---

# 13
The following is a quantum chemistry calculation of a molecular structure, CH3CuLiO in a non-equilibrium geometry, from OMol25.

Each line ends with the natural charge from an NBO analysis.
Geometry (Å):
O (0.88, -0.22, -0.64)  -0.34
C (1.54, -1.08, -0.10)  -0.20
H (1.23, -1.51, 0.87)  0.28
H (2.40, -1.54, -0.61)  0.29
Li (-0.52, 0.99, -0.20)  0.93
Cu (-3.27, 2.18, 0.67)  0.75
H (-2.26, 1.17, 0.02)  -0.70

Summary:
Multiplicity: 3
⟨S²⟩: 2.005
LUMO (alpha / beta) (eV): -4.60 / -7.66
Net charge: +1

---

# 14
The following is a quantum chemistry calculation of a single CH3F2N molecule in a non-equilibrium geometry, from OMol25.

Each line ends with the natural charge from an NBO analysis.
Geometry (Å):
N (0.68, 0.17, -0.72)  -0.86
C (-0.19, -0.27, 0.46)  0.67
F (-1.06, -1.23, -0.08)  -0.37
F (-0.97, 0.71, 0.95)  -0.33
H (1.14, 1.07, -0.33)  0.37
H (0.00, 0.40, -1.50)  0.38
H (0.39, -0.84, 1.21)  0.14

Summary:
LUMO (eV): 1.08
Structure (SMILES): NC(F)F

---

# 15
The following is a quantum chemistry calculation of 2 unconnected molecules or ions with the total composition CH3F2N in a non-equilibrium geometry, from OMol25.

Each line ends with the natural charge from an NBO analysis.
Geometry (Å):
C (-0.27, -0.52, -0.04)  0.22
N (0.57, 0.41, 0.63)  -0.21
F (0.41, -1.51, -0.73)  -0.35
F (1.33, 1.30, -0.25)  -0.27
H (-1.03, 0.18, -1.13)  0.07
H (-0.96, -0.92, 0.62)  0.18
H (-0.05, 1.06, 0.90)  0.34

Summary:
LUMO (eV): 0.84

---

# 16
The following is a quantum chemistry calculation of 2 unconnected molecules or ions with the total composition CH3F2NO in a non-equilibrium geometry, from OMol25.

Each line ends with the natural charge from an NBO analysis.
Geometry (Å):
C (0.07, 1.38, -0.36)  0.58
N (-0.18, -1.69, 0.36)  -0.35
O (-0.74, -1.05, -0.58)  -0.35
F (-0.64, 2.40, -0.90)  -0.34
F (1.33, 1.32, -0.76)  -0.33
H (-0.13, 1.14, 0.67)  0.11
H (-0.57, -1.85, 1.28)  0.34
H (0.86, -1.65, 0.30)  0.33

Summary:
LUMO (alpha / beta) (eV): 0.84 / 0.33

---

# 17
The following is a quantum chemistry calculation of a single CH3F2OPS molecule in a non-equilibrium geometry, from OMol25.

Each line ends with the natural charge from an NBO analysis.
Geometry (Å):
C (-1.17, 0.46, 0.43)  -0.28
O (-0.49, -0.78, 0.15)  -0.79
P (1.05, -0.68, -0.39)  2.04
F (1.07, 0.91, -0.78)  -0.56
F (2.00, -0.47, 0.87)  -0.54
S (1.54, -2.01, -1.68)  -0.47
H (-2.14, 0.33, 0.90)  0.21
H (-1.29, 1.07, -0.61)  0.20
H (-0.57, 1.19, 1.12)  0.20

Summary:
LUMO (eV): 0.64
Structure (SMILES): COP(F)(F)=S

---

# 18
The following is a quantum chemistry calculation of a single CH3F2PS2 molecule in a non-equilibrium geometry, from OMol25.

Each line ends with the natural charge from an NBO analysis.
Geometry (Å):
C (0.02, 0.03, 0.26)  -0.70
S (-1.08, 0.19, 1.73)  0.00
P (-2.54, -1.14, 1.04)  1.60
F (-1.77, -2.46, 0.52)  -0.57
F (-2.88, -0.70, -0.48)  -0.56
S (-4.01, -1.74, 2.07)  -0.46
H (0.98, 0.21, 0.52)  0.23
H (-0.04, 0.92, -0.51)  0.23
H (-0.21, -0.83, -0.19)  0.23

Summary:
LUMO (eV): 0.22
Structure (SMILES): CSP(F)(F)=S

---

# 19
The following is a quantum chemistry calculation of 2 unconnected molecules or ions with the total composition CH3F3P2 in a non-equilibrium geometry, from OMol25.

Each line ends with the natural charge from an NBO analysis.
Geometry (Å):
F (0.76, -0.54, 1.65)  -0.29
C (1.56, 0.12, 0.89)  0.38
F (1.93, -0.71, -0.09)  -0.34
P (2.21, 1.59, 1.00)  0.25
H (1.42, 1.58, 2.27)  0.00
F (-2.45, -0.08, -0.05)  -0.59
P (-1.64, -1.07, -1.40)  0.71
H (-2.79, -0.90, -2.14)  -0.06
H (-0.99, 0.01, -2.14)  -0.05

Summary:
LUMO (eV): -0.12
Structure (SMILES): FC(F)=P.FP

---

# 20
The following is a quantum chemistry calculation of a molecular structure, CH3F5N3P3S in a non-equilibrium geometry, from OMol25.

Each line ends with the natural charge from an NBO analysis.
Geometry (Å):
C (1.59, -0.39, -2.04)  -0.45
N (-2.55, -0.77, -1.60)  -1.41
N (-4.01, -0.43, 0.78)  -1.42
N (-3.04, 1.80, -0.67)  -1.40
F (-1.60, 1.33, -2.69)  -0.53
F (-3.93, 0.94, -3.09)  -0.54
F (-2.03, -2.03, 0.62)  -0.54
F (-3.98, -2.69, -0.58)  -0.53
F (-5.23, 1.78, 0.71)  -0.54
P (-2.82, 0.79, -1.90)  2.46
P (-3.19, -1.35, -0.23)  2.46
P (-3.77, 1.15, 0.66)  2.03
S (0.55, -0.65, -0.80)  0.05
H (2.67, -0.27, -1.97)  0.20
H (-3.14, 1.53, 1.85)  -0.06
H (1.04, -0.48, -2.99)  0.20

Summary:
LUMO (eV): -0.58

---

In order of appearance, ΔE to the lowest compared entry with this formula, charge and spin = 3.626, 4.312, 3.141, 0.330, 2.851, 3.706, 1.727, 2.785, 0.846, 3.601, 0.412, 0.812, 0.000, 0.091, 3.954, 5.798, 0.000, 0.203, 1.515, 1.328 eV.
In order of appearance, DFT total energy = -16585.325, -16584.638, -20677.824, -20680.634, -20678.114, -20677.259, -28536.951, -26487.247, -26489.186, -37322.091, -37325.280, -23532.600, -47966.337, -8010.543, -8006.679, -10053.437, -28694.615, -37482.143, -27813.120, -57851.634 eV.